1.
Formula: C5H10N2O2
Source: the Open Molecules 2025 dataset
Level of theory: ωB97M-V with the def2-TZVPD basis set

Summary:
Frontier orbital gap ... 0.376 Eh
F_max ... 3.133 eV/Å
Electronic energy ... -12420.930 eV
Total charge ... 0
E_HOMO ... -0.345 hartree
LUMO level ... 0.85 eV
2S+1 ... 1
Relative energy (zero: lowest compared OMol25 entry of this formula, charge and spin) ... 2.5423 eV
SMILES string ... [H]/N=C(/N)[C@H](CC=O)OC

```
19
C5H10N2O2, DFT ωB97M-V with the def2-TZVPD basis set
N -0.70461 2.10585 -0.51427
H 1.76260 1.00900 1.20104
H -0.90055 0.06954 1.55524
H -3.36974 -0.47069 1.18821
H 1.67140 -1.62042 -1.56244
C -1.20335 -0.62230 0.76343
H -0.33307 -0.57250 -1.32695
C 2.08082 -1.13941 -0.63989
H 1.44087 2.53738 0.52176
H -1.12562 -1.63922 1.11787
H 2.87912 -1.81716 -0.29751
C 0.12155 1.17320 -0.15829
C -0.15996 -0.32041 -0.27043
N 1.38566 1.51033 0.41440
H -1.58109 1.72017 -0.86357
O 1.04806 -0.97452 0.21943
O -3.00187 -0.25818 -0.81003
C -2.62833 -0.43919 0.34991
H 2.61810 -0.25148 -0.88790
```


2.
Formula: C4H14FeIN3S
Source: the Open Molecules 2025 dataset
Level of theory: ωB97M-V with the def2-TZVPD basis set

Summary:
Frontier orbital gap (spin up / spin down) ... 0.213 / 0.281 Eh
F_max ... 3.721 eV/Å
Electronic energy ... -62162.124 eV
Total charge ... 0
E_HOMO (spin up / spin down) ... -0.201 / -0.273 hartree
⟨S²⟩ ... 6.095
LUMO level (spin up / spin down) ... 0.32 / 0.23 eV
2S+1 ... 5
Relative energy (zero: lowest compared OMol25 entry of this formula, charge and spin) ... 3.4082 eV

```
24
C4H14FeIN3S, DFT ωB97M-V with the def2-TZVPD basis set
H 1.77606 -0.82649 -0.86809
H -0.02626 -1.25973 2.77378
Fe -1.11312 -1.73348 -0.93948
H 0.39037 -3.04039 -1.19738
H -1.75334 -1.75315 2.63618
N 1.03680 -0.89983 -0.13207
H 0.90414 2.77825 1.32123
C 0.07615 0.89682 0.99912
C -0.82545 -1.55171 2.06399
S -1.30837 -0.13222 0.92981
H -0.89518 -3.34963 -2.64336
H -0.56363 -2.43320 1.44106
N 0.09210 2.17952 1.37980
N 1.20387 0.32796 0.61378
H 2.05093 0.88434 0.49181
H -1.21269 -4.04078 -0.92567
H -2.83071 -0.96037 -1.03193
H -0.78682 2.63581 1.65482
H -3.13262 -2.60682 -1.95706
I -0.80809 -0.31106 -2.81198
H -2.93343 -2.68898 -0.06961
C -0.56089 -3.36417 -1.60160
H 1.46054 -1.61259 0.49657
C -2.91066 -2.05775 -0.97235
```


3.
Formula: C15H42ClO16S6
Source: the Open Molecules 2025 dataset
Level of theory: ωB97M-V with the def2-TZVPD basis set

Summary:
Frontier orbital gap ... 0.296 Eh
F_max ... 1.289 eV/Å
Electronic energy ... -126521.912 eV
Total charge ... -1
E_HOMO ... -0.222 hartree
LUMO level ... 1.99 eV
2S+1 ... 1
Relative energy (zero: lowest compared OMol25 entry of this formula, charge and spin) ... 0.0000 eV

```
80
C15H42ClO16S6, DFT ωB97M-V with the def2-TZVPD basis set
H -10.80258 18.01021 29.33698
O -8.32894 14.97285 18.93221
H -10.37905 13.18030 25.23718
O -11.25279 21.21216 26.99232
C -12.85746 16.61889 25.54981
H -8.24349 18.06232 19.35073
H -9.53084 17.25546 18.49922
C -8.72680 20.61516 20.91794
S -8.04505 13.46051 25.39123
H -6.18708 17.62805 32.03633
C -10.07849 15.35793 20.88785
Cl -8.85576 17.88839 24.06041
H -9.89406 19.65063 27.00252
O -7.97719 18.96759 23.64318
O -10.20758 18.18541 23.61918
O -8.35576 16.58443 29.77951
O -12.87512 13.02087 26.42749
C -7.31171 14.70578 26.46240
S -12.62318 20.49993 27.00018
H -8.33686 20.68499 21.93363
O -11.06626 20.64191 19.65950
H -6.29861 14.40053 26.70793
O -12.55407 15.22191 25.74991
H -14.48881 14.56029 24.21485
O -12.41622 19.13850 27.35614
C -10.74921 22.08433 21.89133
H -7.55082 16.98809 32.97083
H -10.26329 16.03259 21.72306
H -9.84278 17.56050 28.04608
H -13.75326 16.35734 23.59710
H -12.80643 21.57472 24.93949
C -9.74311 13.68593 25.95638
C -10.47821 17.10408 28.81138
H -8.42175 21.42043 20.25117
H -12.40942 19.82707 24.76516
C -9.75302 16.18640 29.77798
H -11.82384 22.26826 21.84525
S -13.57723 14.24486 26.36162
H -8.11041 20.86059 25.92778
H -8.38465 19.65957 20.51757
H -14.08497 20.34902 25.12673
H -10.83171 15.43104 20.10322
C -9.12595 17.44079 19.49593
C -13.02988 20.56321 25.27043
H -9.80923 13.11875 26.88815
O -8.82966 17.79721 25.50711
H -9.86207 17.86572 20.17134
H -10.48467 21.89949 22.93195
H -12.00547 16.70522 23.57705
O -6.16423 15.70045 30.22158
H -15.71179 14.69427 25.52652
C -9.00554 21.43584 26.15571
H -10.49938 20.04063 25.41314
S -8.52399 15.84639 20.11145
O -14.15113 14.80957 27.53848
H -7.42062 15.66451 25.95909
H -10.16051 16.33901 30.77593
H -9.83651 15.13858 29.50049
C -10.15971 20.47756 26.35000
H -11.33944 16.66679 28.31512
H -7.85905 14.71030 27.40451
H -13.16053 17.98607 23.90327
H -9.93258 14.74183 26.12529
H -9.21315 22.09369 25.30666
H -9.96286 14.34160 21.25286
O -8.09594 14.89886 31.53138
H -13.74854 16.94005 26.09353
C -7.22222 17.31186 31.98558
H -12.02347 17.17074 25.97759
C -12.95246 16.92824 24.06378
S -7.40571 15.94591 30.86641
S -10.50898 20.51730 21.02403
O -7.63646 12.12781 25.88548
O -8.40492 16.65573 23.47582
H -10.21722 22.90092 21.40894
C -14.86545 14.13822 25.13594
O -13.50290 21.33804 27.73085
H -7.89959 18.08619 31.63851
H -8.87626 22.08109 27.02233
H -15.11417 13.08862 25.01259
```


4.
Formula: C2HN5O4
Source: the Open Molecules 2025 dataset
Level of theory: ωB97M-V with the def2-TZVPD basis set

Summary:
Frontier orbital gap ... 0.339 Eh
F_max ... 4.127 eV/Å
Electronic energy ... -17723.643 eV
Total charge ... 0
E_HOMO ... -0.366 hartree
LUMO level ... -0.73 eV
2S+1 ... 1
Relative energy (zero: lowest compared OMol25 entry of this formula, charge and spin) ... 0.0000 eV

```
12
C2HN5O4, DFT ωB97M-V with the def2-TZVPD basis set
N 1.23612 0.35904 -2.26411
N 0.89264 -1.49938 0.65623
O 2.34019 -3.08866 1.34075
O -0.48329 -0.84235 -2.12791
N 1.58607 -2.31297 0.93531
N 1.80017 -0.01725 -3.13075
N -1.01530 -0.32879 -1.13948
O -2.14768 -0.52993 -0.76570
O 1.63593 2.10076 -0.73407
H -0.94478 1.33587 0.15507
C 0.80509 1.27977 -0.89992
C -0.35103 0.75266 -0.52360
```